Density functional theory data (ωB97M-V with the def2-TZVPD basis set) for a 4-piece molecular cluster, C27H53N2O18P3Si overall in a non-equilibrium geometry.

ORCA input file:
```
! RIJCOSX wB97M-V def2-TZVPD def2/J DEFGRID3
* xyz 0 1
P 1.3053 0.0634 7.3600
P -4.0583 6.7902 -3.3516
P -0.0432 3.3129 -2.0823
Si -1.9814 -0.6539 2.2085
O 1.2548 3.2550 -3.0864
O 2.9714 -2.9862 -3.5880
O 1.4766 0.6430 5.9927
O 1.3991 -1.5232 6.9020
O 2.7227 -0.0015 8.2006
O -3.6572 5.2513 -3.6476
O -2.8475 -4.8319 -4.1405
O 0.8376 1.4676 8.0994
O 4.3610 -5.6806 -4.5490
O -0.1627 2.0686 -1.2558
O -1.3778 -1.9393 1.3327
O 0.7294 4.2048 -0.9312
O 3.6694 -4.3042 0.6297
O -4.9536 8.0202 -3.9146
O -2.7966 7.4238 -2.9214
O -2.0819 -2.7781 -4.5675
O -5.0324 6.4716 -2.0678
O -1.0838 2.7559 -3.2742
N 5.8112 -3.3529 -4.8239
N 3.6902 -4.2099 -1.7120
C -1.9101 -4.1918 0.6494
C -5.6060 8.8733 -2.9727
C 2.7608 -3.5913 -2.5677
C 3.0859 -4.2291 -0.4125
C 5.1605 -5.3789 -3.4248
C 2.0746 3.9053 -0.5783
C -3.3555 4.3670 -2.5659
C -2.4462 -3.7909 -3.7077
C 2.6459 -2.0861 6.5115
C 2.8843 -0.8736 9.3181
C 1.8315 2.4371 8.4137
C 4.2981 -5.4737 -2.1450
C -1.6900 -3.2269 1.8181
C 0.5448 -4.2463 0.2028
C -2.3463 -3.5440 -2.2201
C -3.8529 -0.6795 2.4197
C -1.5763 0.9533 1.3478
C 5.9498 -4.0421 -3.5553
C 1.6184 -4.0859 -0.6417
C -1.2286 -0.5350 3.9339
C -0.5834 1.8207 -4.2256
C 1.3973 -3.7283 -1.9584
C 0.1529 -3.5493 -2.4988
C -6.0882 5.5171 -2.1523
C 1.8085 4.4470 -3.6509
C -0.7313 -4.0482 -0.3083
C -0.9468 -3.7212 -1.6538
H 2.1411 4.0079 0.5034
H 2.3684 2.9014 -0.8753
H 1.6619 4.4359 -4.7312
H 2.0343 -1.5467 9.4404
H 5.8890 -6.1853 -3.3518
H 3.0086 -0.2800 10.2247
H -6.5185 8.4153 -2.5955
H 1.3007 3.3714 8.5892
H 7.0105 -4.2808 -3.4423
H 5.7909 -3.9749 -5.6159
H 2.5256 2.5596 7.5829
H -4.9387 9.1240 -2.1502
H -0.0041 2.3189 -5.0011
H -1.9333 -0.8384 4.7106
H -5.9852 4.8133 -1.3272
H 3.4857 -6.1726 -2.3776
H 2.7509 4.6378 -1.0229
H -2.5546 -3.2445 2.4902
H -4.2782 -1.6766 2.5550
H -0.3260 -1.1397 4.0428
H -0.5385 0.9992 1.0275
H 3.0413 -2.7148 7.3114
H -1.3352 -3.1217 -5.0731
H -2.2331 1.0592 0.4829
H -4.3091 -0.2593 1.5206
H -5.8732 9.7777 -3.5153
H -2.7505 -2.5583 -1.9770
H 0.0610 -3.2786 -3.5371
H -7.0465 6.0293 -2.0534
H -2.9834 -4.2995 -1.7701
H 0.0161 1.0534 -3.7372
H 2.3702 2.1726 9.3224
H 2.4422 -2.7291 5.6568
H 4.8766 -5.9427 -1.3519
H 5.0470 -2.6972 -4.8298
H -2.8108 -3.8399 0.1542
H -1.7833 1.7859 2.0216
H -2.5135 3.7582 -2.8804
H -4.1572 -0.0808 3.2779
H -2.0138 -5.2160 1.0035
H 3.8608 -4.8992 -4.8133
H 0.7108 -4.4989 1.2408
H 2.8783 4.4604 -3.4456
H 1.3557 5.3474 -3.2338
H -6.0688 4.9655 -3.0934
H 3.3770 -1.3290 6.2398
H -0.8511 -3.5953 2.4196
H -3.1209 4.8911 -1.6395
H 3.7855 -1.4671 9.1666
H -0.9344 0.4968 4.1248
H -1.4565 1.3633 -4.6896
H -4.1942 3.6895 -2.4006
H 5.7185 -3.3333 -2.7644
*
```

LUMO energy: -0.0695 Ha
Highest occupied orbital energy: -8.882 eV
SMILES: C[Si](C)(C)OCCc1cc2c(cc1CC(=O)O)C(=O)N(C[C@@H](O)CN)C2=O.COP(=O)(OC)OC.COP(=O)(OC)OC.COP(=O)(OC)OC

Mulliken atomic charge list, values in e, 8 entries:
1. P 1.35
2. P 1.21
3. P 1.16
4. Si 0.31
5. O -0.29
6. O -0.58
7. O -0.60
8. O -0.39


Density functional theory data (ωB97M-V with the def2-TZVPD basis set) for a 3-piece molecular cluster, C27H54BrN2O3 overall in a non-equilibrium geometry.

ORCA input file:
```
! RIJCOSX wB97M-V def2-TZVPD def2/J DEFGRID3
* xyz -1 3
Br -5.8896 0.6954 4.0474
O -1.4525 3.3935 2.7944
O -0.1910 -1.9321 1.8853
O 3.2805 -1.1741 -2.8294
N 3.5842 0.0455 -3.4629
N -0.1682 -2.4527 0.5777
C -1.6733 -3.4891 -1.1315
C 3.2808 -0.7888 -5.8459
C 1.1232 -3.2041 0.4132
C -1.4279 -3.2457 0.3822
C 2.6337 2.3274 -3.8505
C -1.5861 4.8282 4.9910
C 2.3646 -2.3963 0.9222
C -5.3328 3.2574 5.5733
C -3.8005 3.2533 4.9915
C 4.2668 -0.2781 -4.7624
C 1.3500 0.2956 -4.6490
C 5.4021 -1.3450 -4.6024
C -3.2171 4.7706 4.6275
C 1.5411 0.8919 -2.2018
C -0.6594 4.1468 3.7777
C -0.1318 -5.4089 0.8538
C -6.3453 3.5371 3.0791
C 2.0355 0.0821 -5.9961
C -1.4019 -4.6068 1.1249
C -2.7012 -2.4603 0.8327
C -0.9392 1.0285 3.8170
C 5.0198 0.9850 -5.2809
C -6.4160 2.6174 4.4738
C 2.3120 0.8367 -3.5597
C 1.4144 -3.4077 -1.1050
C 1.1151 -4.5751 1.1393
C -0.8983 2.0572 2.5283
H 0.5028 0.9841 -4.7834
H 2.9567 -1.8088 -5.6041
H -5.9569 4.6088 3.3929
H 5.2434 1.6877 -4.4685
H 1.3320 -0.4007 -6.6883
H -1.8183 1.2519 4.5588
H -2.6732 -3.9056 -1.3059
H 2.1917 1.2507 -1.3926
H 1.1322 -0.0812 -1.9059
H -1.4861 -4.4459 2.2078
H -1.6127 -2.5516 -1.6961
H -0.1263 -5.7734 -0.1811
H -3.6756 2.6318 3.9833
H -5.6151 3.0536 2.2720
H -0.1090 5.0581 3.2445
H 0.9149 -0.6594 -4.3259
H 1.7372 2.9510 -3.7460
H -1.2662 5.9443 5.1678
H 0.1715 2.1158 2.0085
H 5.9387 -1.4874 -5.5489
H -7.4483 3.6344 2.6749
H -2.7511 -1.4765 0.3464
H 2.4782 -3.2872 -1.3444
H 5.0178 -2.3321 -4.3235
H 4.4642 1.5200 -6.0561
H -1.3811 4.2608 6.0096
H 2.9962 2.5080 -4.8623
H -3.6152 -3.0042 0.5640
H -3.4006 5.0361 3.4787
H 2.0025 -5.1594 0.8572
H -0.9804 -4.2017 -1.5785
H 0.8911 -2.6672 -1.7228
H -2.2753 -5.2116 0.8400
H -1.6057 1.5658 1.7022
H 2.3542 -2.2452 2.0070
H 3.2956 -2.9335 0.7020
H 1.1828 -4.4230 2.2238
H 3.7866 -0.8522 -6.8199
H 3.3784 2.7145 -3.1454
H 2.4241 -1.4160 0.4375
H -3.8477 5.5282 5.2712
H -2.7445 -2.3082 1.9174
H 5.9909 0.7367 -5.7268
H 2.2899 1.0479 -6.4503
H -2.9974 2.7945 5.7424
H -5.6194 4.3761 5.8064
H -0.1267 -6.3054 1.4891
H 0.0668 1.1654 4.4444
H -0.9168 -0.0950 3.4298
H 0.1805 3.5344 4.3157
H 1.1410 -4.4059 -1.4579
H 6.1339 -1.0337 -3.8494
H -5.3240 2.6499 6.5959
H 0.6862 1.5768 -2.2616
*
```

LUMO energy (alpha / beta): 0.0875 / 0.0418 Ha
Highest occupied orbital energy (alpha / beta): -1.657 / -1.656 eV

Mulliken atomic charge list, values in e, 8 entries:
1. Br -0.17
2. O -0.36
3. O -0.83
4. O -0.31
5. N 0.05
6. N 0.16
7. C -1.79
8. C -1.28


Density functional theory data (ωB97M-V with the def2-TZVPD basis set) for a 8-piece molecular cluster, C27H54Cl16F3N2O2 overall in a non-equilibrium geometry.

ORCA input file:
```
! RIJCOSX wB97M-V def2-TZVPD def2/J DEFGRID3
* xyz 1 1
Cl 6.4139 7.1079 -2.8740
Cl -5.5358 -5.5707 9.1810
Cl 6.1275 1.8490 -1.3690
Cl -5.7940 0.1417 8.8163
Cl -6.9386 -10.8160 10.3794
Cl 5.9354 -1.4864 -0.7327
Cl 8.3909 6.0010 -6.4609
Cl 1.0274 -8.3100 -4.4298
Cl -2.9054 1.8705 9.3565
Cl 1.8821 -5.0172 -4.5244
Cl -8.7340 -4.4025 9.3004
Cl 3.5101 5.3443 -3.4609
Cl -2.9521 1.9721 4.0736
Cl -5.8355 0.2385 3.5698
Cl -10.1242 -9.6049 10.4887
Cl 5.4689 5.5497 -8.1427
F -1.2728 2.0259 -0.7669
F -2.8001 3.0946 -1.9170
F -3.2267 1.1294 -1.0920
O -2.8762 1.1810 -3.8719
O 2.3215 -0.3281 -3.1939
N 1.8721 4.5525 -2.3989
N 0.2213 -2.1223 -2.9022
C -5.0813 1.4071 2.4558
C -1.3148 -0.2144 -2.5853
C -5.0242 1.3162 7.7166
C -2.2655 1.8935 -1.6745
C -6.0979 -3.9397 8.7319
C -0.0681 -6.9384 -4.7021
C 4.2884 6.5851 -4.5196
C 8.1811 5.8962 -8.2270
C -8.6208 -8.6964 10.7909
C 6.8776 6.5049 -8.6788
C -3.5753 1.3614 2.5209
C -0.1450 -0.7706 -3.4356
C 2.4009 2.6767 -0.9240
C 5.7991 6.5644 -4.4600
C 1.0671 0.1886 -3.6145
C 7.4884 0.7029 -1.2770
C 1.3213 -2.1477 -1.8791
C 2.9658 1.2393 -0.7315
C 1.8735 0.1264 -0.7782
C -7.2409 -3.4740 9.5973
C 0.5974 -5.8272 -5.4760
C 7.1107 -0.6613 -1.7967
C -1.7861 1.1926 -2.9780
C 2.7008 3.2894 -2.3162
C 2.2366 -0.8928 -1.8907
C -7.4810 -9.1781 9.9296
C -3.5195 1.2687 7.7960
H 0.8737 0.5534 -0.9595
H -7.4669 -2.4316 9.3757
H 6.2127 7.2405 -5.2060
H 3.2469 -1.2534 -1.6456
H 2.0769 5.1112 -1.5748
H 1.9609 -3.0166 -2.0875
H -0.6164 -2.4822 -2.4348
H 0.9177 -2.2995 -0.8717
H 2.3600 2.6594 -3.1549
H 8.2543 4.8494 -8.5135
H -1.0024 1.8469 -3.3909
H -3.1525 1.9927 1.7401
H -6.6240 -8.5169 10.0514
H -5.3470 1.0630 6.7068
H -1.0835 -0.2819 -1.5127
H 7.8239 0.6606 -0.2432
H 7.9945 -1.2958 -1.8434
H -7.0000 -3.5538 10.6550
H 0.9219 1.1550 -3.1022
H -3.1439 0.2575 7.6544
H -3.0919 1.9039 7.0217
H 6.6782 -0.6027 -2.7930
H -0.1365 -5.0643 -5.7336
H 0.4239 -2.8084 -3.6346
H 6.8434 6.5368 -9.7669
H 3.4388 1.2153 0.2611
H -0.5591 -0.9439 -4.4406
H 6.7592 7.5190 -8.3034
H -5.4140 1.1481 1.4512
H 1.1465 0.4404 -4.6815
H 9.0142 6.4332 -8.6784
H 6.1919 5.5693 -4.6498
H -5.2492 -3.2675 8.8515
H -2.8258 1.9836 -4.4074
H -8.8317 -7.6507 10.5676
H -7.7550 -9.1919 8.8771
H 1.3312 2.7477 -0.6699
H -2.1756 -0.8896 -2.7502
H -8.3837 -8.7794 11.8493
H -0.9200 -7.3168 -5.2660
H -0.4252 -6.5941 -3.7330
H 0.8937 4.2587 -2.3405
H -3.1996 0.3495 2.3822
H 3.7332 0.9704 -1.4627
H -6.3746 -3.9572 7.6801
H -5.4612 2.3974 2.6969
H 3.8940 7.5569 -4.2291
H 8.2951 1.1162 -1.8807
H 3.7610 3.4498 -2.4851
H 1.8182 -0.4579 0.1547
H -5.4068 2.3050 7.9593
H 1.0455 -6.1928 -6.3965
H 3.9629 6.3715 -5.5372
H 2.9081 3.3138 -0.1781
*
```

LUMO energy: -0.1188 Ha
Highest occupied orbital energy: -9.834 eV

Mulliken atomic charge list, values in e, 8 entries:
1. Cl -0.21
2. Cl -0.18
3. Cl -0.07
4. Cl -0.17
5. Cl -0.19
6. Cl -0.19
7. Cl -0.15
8. Cl -0.15


Density functional theory data (ωB97M-V with the def2-TZVPD basis set) for C27H54Cl2N3NiO4Si2 as an isolated structure in a non-equilibrium geometry.

ORCA input file:
```
! RIJCOSX wB97M-V def2-TZVPD def2/J DEFGRID3
* xyz -1 3
Ni 0.2587 2.7302 -1.9972
Cl -0.4592 2.3672 -4.0185
Cl 0.2886 0.2883 2.3936
Si -2.8011 1.2632 -1.5977
Si 1.7262 -0.7528 1.3829
O 1.4047 3.6205 -1.0198
O -0.5909 -2.6201 -2.3106
O -0.6588 -2.7051 3.5835
O -3.1023 -3.3893 0.7842
N -4.6133 -4.6576 -0.3801
N -2.3763 -1.2228 3.9406
N 1.2170 -3.2644 -3.5910
C -3.6031 -0.6346 3.4344
C -0.9575 1.0646 -1.2440
C 0.2015 -2.4383 -3.2399
C 3.1822 4.8303 1.9725
C 4.5697 2.6172 0.6851
C 3.8445 3.1341 -0.4044
C -3.0238 3.1177 -1.3105
C 6.4208 2.0707 -0.7634
C 3.2491 -0.3387 2.3947
C 0.7936 -2.2349 0.7410
C 2.5267 3.9351 -0.2458
C 2.1868 4.3438 1.1942
C 2.2296 0.0503 -0.2307
C 5.8765 2.1322 0.5165
C -1.7785 -2.2708 3.3219
C -3.3797 0.7735 -3.3249
C -1.7163 -0.5565 5.0448
C 0.7724 4.3914 1.6708
C -3.7198 -5.7944 -0.5337
C -4.2251 -3.5551 0.2893
C -4.1354 0.4346 -0.5385
C 3.0436 5.5803 3.2563
C 4.3702 2.9912 -1.6913
C 2.2600 -2.8124 -4.5050
C -5.9612 -4.7966 -0.9025
C 1.4550 -4.4674 -2.8227
C 5.6576 2.4755 -1.8691
H -2.7481 1.2359 -4.0930
H -4.3983 -0.5651 -0.9141
H -4.1692 -6.6828 -0.0678
H 3.1310 -2.3880 -3.9754
H 6.4654 1.8367 1.3926
H 0.4781 -2.8886 1.5634
H 3.2062 0.7293 2.6745
H 1.9596 -5.1814 -3.4773
H 2.6275 -3.6701 -5.0847
H -5.0269 -2.7875 0.3555
H -5.9415 -4.9344 -1.9891
H -1.4940 0.4868 4.7847
H -3.3482 -0.3138 -3.4768
H 2.5746 6.5705 3.1130
H -2.4023 -2.7114 2.5239
H 0.7083 4.0546 2.7168
H -5.0468 1.0552 -0.5896
H 4.1693 2.6353 1.7033
H 2.1039 -4.2630 -1.9631
H -0.6445 1.1118 -0.1766
H -6.5169 -3.8886 -0.6601
H 0.4990 -4.8503 -2.4643
H 4.2216 4.7426 1.6437
H -6.4590 -5.6652 -0.4571
H -2.7574 -5.5666 -0.0680
H 0.4201 5.4336 1.6341
H -4.0707 3.3887 -1.4977
H 1.8534 -2.0433 -5.1806
H 3.7600 3.2807 -2.5495
H -0.5383 0.1150 -1.6709
H 3.3418 -0.9459 3.2986
H 6.0741 2.4048 -2.8750
H 2.4788 5.0462 4.0353
H 0.1395 -1.5447 -3.9000
H -2.7618 3.3702 -0.2747
H 2.7467 -0.6588 -0.8860
H -3.5806 -6.0151 -1.6006
H -3.3989 0.1963 2.7364
H -2.3681 3.7083 -1.9622
H 2.7939 4.8976 -0.7146
H 2.9187 0.8819 -0.0956
H -4.1837 -1.4110 2.9191
H 4.1488 -0.4679 1.7873
H -4.4213 1.0982 -3.4838
H 7.4607 1.7527 -0.8941
H 1.3883 -2.7776 -0.0055
H -4.1812 -0.2441 4.2797
H -0.7930 -1.0912 5.2770
H 0.1060 3.7771 1.0611
H 1.3747 0.4338 -0.8270
H -2.3886 -0.5472 5.9143
H 4.0576 5.7306 3.6545
H -0.1159 -1.8892 0.2193
H -3.8849 0.3183 0.5222
*
```

LUMO energy (alpha / beta): 0.0834 / 0.0834 Ha
Highest occupied orbital energy (alpha / beta): -3.610 / -4.600 eV

Mulliken atomic charge list, values in e, 8 entries:
1. Ni 0.50
2. Cl -0.56
3. Cl -0.26
4. Si 0.24
5. Si 0.61
6. O -0.65
7. O -0.55
8. O -0.67


The evaluated total energy for the records listed, in turn: -3837.9569, -3970.0326, -8983.5417, -4534.2080 hartree.